Record 1
Density functional theory data (the ωB97M-V functional and the def2-TZVPD basis) for C12H22N2O2Pt as an isolated structure.

## Properties
total energy	-23121.001	eV
LUMO energy	0.433	eV
Kohn-Sham gap	7.864	eV
max |F|	0.4	eV/A

CARTESIAN COORDINATES (ANGSTROEM)
Pt: 1.30818 -1.24785 -0.66704
N: 5.12832 -1.84232 0.81024
C: 3.86561 -1.96039 0.37842
O: 3.50305 -1.42089 -0.67664
C: 2.85954 -2.71661 1.18758
C: 1.62148 -1.81519 1.22232
H: 5.77946 -1.29409 0.27340
H: 5.42547 -2.25797 1.67282
H: 3.24150 -2.98790 2.17615
H: 2.62704 -3.63386 0.64359
H: 1.84072 -0.91231 1.80299
H: 0.76036 -2.31353 1.66178
C: -3.77641 -2.20783 -1.84979
C: -3.30327 -1.25859 -0.74181
C: -3.89014 -1.71271 0.60257
C: -3.77789 0.16746 -1.04894
C: -1.83271 -1.28293 -0.65948
C: -0.62034 -1.26997 -0.65223
H: -4.86625 -2.18107 -1.92945
H: -3.46767 -3.23123 -1.63450
H: -3.34905 -1.91906 -2.81046
H: -4.98244 -1.71175 0.55713
H: -3.57469 -1.04388 1.40424
H: -3.55310 -2.72061 0.84664
H: -4.86633 0.19200 -1.14684
H: -3.33493 0.52580 -1.97864
H: -3.48420 0.84813 -0.24878
C: 1.55875 4.34753 -1.05252
N: 1.22185 3.46662 0.05287
C: 0.80313 3.98202 1.34589
C: 1.34853 2.13785 -0.13777
O: 1.72630 1.62673 -1.17370
H: 1.40715 5.37947 -0.74629
H: 0.93101 4.13182 -1.91750
H: 2.59747 4.21029 -1.35602
H: 0.67932 5.05932 1.27469
H: 1.54120 3.77825 2.12470
H: -0.15255 3.55360 1.65084
H: 1.05652 1.53560 0.73951

Atoms 1-2, force components in eV/Å:
0.219 -0.148 -0.015
0.016 -0.050 -0.064

---

Record 2
Density functional theory data (the ωB97M-V functional and the def2-TZVPD basis) for a 2-piece molecular cluster, C12H22N4O4 overall.

## Properties
structure (SMILES)	N[C@@H](Cc1c[nH]cn1)C(=O)O.CC(C)C[C@H](N)C(=O)O
total energy	-26952.791	eV
ΔE to the lowest compared entry with this formula, charge and spin	94.1	kJ/mol
LUMO energy	0.710	eV
Kohn-Sham gap	9.083	eV
max |F|	0.6	eV/A

CARTESIAN COORDINATES (ANGSTROEM)
N: 0.24101 -4.40214 4.14247
C: -0.19496 -3.87169 2.84496
C: 0.51589 -2.59039 2.37941
C: -0.29371 -1.73536 1.44854
C: -0.66134 -1.95952 0.14897
N: -1.40337 -0.86037 -0.21160
C: -1.45610 -0.03465 0.86659
N: -0.80106 -0.52929 1.88669
C: -0.07746 -5.00710 1.81411
O: 0.06452 -4.82992 0.62851
O: -0.16664 -6.22615 2.34926
H: -0.14817 -3.85128 4.90176
H: 1.25385 -4.34175 4.22384
H: -1.26863 -3.66255 2.93585
H: 1.47900 -2.85834 1.92852
H: 0.72111 -1.97630 3.26352
H: -0.47337 -2.79084 -0.51369
H: -1.83036 -0.70078 -1.11036
H: -1.98532 0.90971 0.85097
H: -0.17374 -6.08207 3.32270
C: -0.62380 3.25838 -4.76617
C: -0.26602 2.91640 -3.31935
C: -1.33310 2.01698 -2.69138
C: -0.05204 4.20930 -2.51952
C: 0.27084 4.04286 -1.02174
N: 0.53485 5.29276 -0.31549
C: 1.45787 3.11528 -0.85463
O: 1.40321 1.93872 -0.58831
O: 2.62549 3.74524 -1.10221
H: -0.71986 2.35112 -5.37296
H: 0.13666 3.89740 -5.22909
H: -1.58238 3.79178 -4.81238
H: 0.68185 2.35743 -3.32801
H: -2.27618 2.56195 -2.56528
H: -1.53322 1.15137 -3.33264
H: -1.01319 1.63722 -1.71546
H: -0.96046 4.82658 -2.58945
H: 0.75853 4.79185 -2.98074
H: -0.56382 3.54389 -0.52022
H: -0.27200 5.90479 -0.40644
H: 1.31914 5.76862 -0.75350
H: 3.32144 3.07735 -0.98818

Atoms 1-2, force components in eV/Å:
0.100 0.197 0.164
-0.045 0.010 -0.050

---

Record 3
Density functional theory data (the ωB97M-V functional and the def2-TZVPD basis) for a 3-piece molecular cluster, C12H22NO9S2 overall.

## Properties
total energy	-54387.208	eV
charge	-1
LUMO energy	2.371	eV
Kohn-Sham gap	7.228	eV
max |F|	3.2	eV/A

CARTESIAN COORDINATES (ANGSTROEM)
C: -1.96257 0.31505 6.55114
C: -2.95707 -0.89303 6.48888
O: -3.10803 -1.46227 5.17323
O: -2.51030 -0.63678 4.22235
C: -1.63856 -1.38521 3.41801
O: -2.12040 -2.13173 2.62969
N: -0.21152 -1.32924 3.52816
C: 0.26696 0.00121 3.89524
O: 1.26894 0.02720 4.63131
O: -0.26398 1.05554 3.46562
H: -1.91933 0.67735 7.60905
H: -0.94518 -0.07717 6.32004
H: -2.24633 1.16555 5.90778
H: -3.94427 -0.57314 6.90426
H: -2.52602 -1.67526 7.16140
H: 0.02968 -1.92937 4.32382
C: -2.71419 1.20678 -0.04318
C: -2.16229 -0.21994 -0.07029
C: -2.06738 -0.64776 -1.53877
S: -1.83119 0.85680 -2.48421
O: -2.98967 1.06331 -3.32305
O: -0.48757 0.88133 -3.02026
C: -1.92578 1.97683 -1.09617
H: -2.61274 1.65989 0.94313
H: -3.77675 1.19726 -0.30448
H: -1.16817 -0.23275 0.38300
H: -2.78844 -0.90533 0.49916
H: -1.22585 -1.31635 -1.71136
H: -2.98993 -1.11718 -1.87964
H: -2.40655 2.90435 -1.40222
H: -0.90772 2.17445 -0.75825
C: 2.60848 0.17566 -3.93166
C: 2.92770 -0.12160 -5.40009
C: 4.40638 0.21043 -5.62615
S: 5.21988 -0.02440 -4.04459
O: 5.70108 1.25390 -3.58121
O: 6.07814 -1.18307 -4.11733
C: 3.74565 -0.44578 -3.12726
H: 1.64172 -0.22971 -3.63818
H: 2.58343 1.25610 -3.77068
H: 2.75367 -1.18192 -5.60273
H: 2.28912 0.44928 -6.07484
H: 4.86071 -0.44809 -6.36434
H: 4.54256 1.25001 -5.92261
H: 3.81762 -0.05771 -2.11300
H: 3.66608 -1.53346 -3.10872

Atoms 1-2, force components in eV/Å:
0.053 -0.699 0.580
0.906 1.163 0.855

---

Record 4
Density functional theory data (the ωB97M-V functional and the def2-TZVPD basis) for one molecule with the formula C12H22OSe.

## Properties
structure (SMILES)	CCC(CC)([Se]C)[C@H]1CCCCC1=O
total energy	-80192.066	eV
ΔE to the lowest compared entry with this formula, charge and spin	38.6	kJ/mol
LUMO energy	0.744	eV
Kohn-Sham gap	8.637	eV
max |F|	4.7	eV/A

CARTESIAN COORDINATES (ANGSTROEM)
C: 0.69336 -1.66832 -1.94151
C: 1.01561 -1.45199 -0.43802
C: 0.66092 -0.20793 0.35566
C: 0.79762 -0.28084 1.85467
C: 2.15884 -0.77296 2.40386
Se: 2.07947 1.32551 -0.37940
C: 3.72172 0.37459 -0.67891
C: -0.63519 0.35685 -0.23006
C: -1.82484 -0.48178 0.15460
C: -3.15080 -0.15250 -0.53925
C: -3.52594 1.25369 -0.09167
C: -2.39223 2.31892 -0.35728
C: -0.93611 1.81654 -0.03756
O: -0.07828 2.64140 0.16913
H: 1.11242 -0.85858 -2.52596
H: -0.39770 -1.55469 -1.99634
H: 1.29306 -2.53587 -2.36188
H: 0.60365 -2.27896 0.14731
H: 2.12910 -1.57903 -0.29988
H: 0.10803 -0.85065 2.50048
H: 0.93016 0.83036 2.08823
H: 2.81106 0.05201 2.22996
H: 2.05484 -1.19724 3.45260
H: 2.38903 -1.57928 1.70845
H: 4.57342 1.15980 -0.80055
H: 4.18007 -0.23092 0.16994
H: 3.60738 -0.20648 -1.63790
H: -0.44578 0.24033 -1.32038
H: -2.06212 -0.68108 1.18174
H: -1.63296 -1.55207 -0.25752
H: -3.90440 -0.81994 -0.41355
H: -3.04757 -0.24529 -1.65404
H: -3.48289 1.20130 0.95387
H: -4.53166 1.66703 -0.34330
H: -2.56433 3.20697 0.33007
H: -2.30695 2.74109 -1.39561

Atoms 1-2, force components in eV/Å:
0.926 0.712 0.893
2.234 -1.362 0.614

---

Record 5
Density functional theory data (the ωB97M-V functional and the def2-TZVPD basis) for C12H23ClINO3PTi as an isolated structure.

## Properties
total energy	-73460.300	eV
charge	+2
spin multiplicity	2
ΔE to the lowest compared entry with this formula, charge and spin	237.6	kJ/mol
LUMO energy (alpha / beta)	-9.265 / -9.183	eV
Kohn-Sham gap (alpha / beta)	6.689 / 6.979	eV
max |F|	5.3	eV/A
<S²>	0.8422

CARTESIAN COORDINATES (ANGSTROEM)
C: 1.24486 -1.66121 -1.78439
C: -0.21629 -2.17501 -1.96777
H: 1.66490 -1.48842 -2.78153
H: 1.98811 -2.36864 -1.35993
H: 1.41676 -0.59264 -1.36916
O: -0.46841 -2.94588 -2.89779
I: -2.56328 -1.70619 1.05024
Ti: 0.60135 -0.77434 0.30635
P: 0.18602 -3.41038 0.30208
C: -1.30325 -4.25302 -0.34040
C: 1.40517 -4.49193 -0.55979
H: 1.19040 -3.48275 2.47182
H: 0.38317 -5.02433 2.00271
H: -0.60019 -3.60799 2.52427
C: 0.30777 -3.93288 2.01401
H: 2.43615 -4.26443 -0.27056
H: 1.20032 -5.52706 -0.26421
H: -1.10037 -5.32502 -0.25359
H: -1.51808 -3.96205 -1.37811
H: 1.31719 -4.42292 -1.65151
H: -2.14757 -4.00123 0.31075
C: -1.41752 -1.41948 -1.24163
O: -2.42739 -1.22595 -1.86154
Cl: 1.90784 -0.77238 2.06940
O: 0.31225 1.01468 -0.11289
C: 0.33855 2.29259 -0.10863
C: -0.52590 3.10064 -1.00329
C: -1.63822 3.77733 -0.23759
C: -1.17885 5.01600 0.52176
C: -0.12862 4.72741 1.60270
C: 1.22683 4.28155 1.02933
N: 1.23205 2.86726 0.67562
H: 0.13213 3.80654 -1.52577
H: -0.92196 2.41530 -1.75278
H: -2.40368 4.08355 -0.95122
H: -2.10329 3.06641 0.45486
H: -0.75922 5.76139 -0.18018
H: -2.05248 5.45574 1.03132
H: 0.05677 5.64067 2.19075
H: -0.48799 3.96622 2.30882
H: 1.47012 4.87508 0.13246
H: 2.01302 4.44018 1.77795
H: 1.93085 2.24758 1.07709

Atoms 1-2, force components in eV/Å:
0.637 0.780 -0.608
1.482 -1.091 -3.796